(1)
Formula: C64H163N9O21
Source: the OMol25 dataset
Level of theory: wB97M-V/def2-TZVPD

```
257
Properties=species:S:1:pos:R:3:mulliken_charge:R:1
H 28.597 10.929 18.440 0.29
H 25.737 22.368 10.930 0.33
C 20.203 20.377 12.939 0.89
H 19.702 21.988 14.252 -0.26
O 16.763 22.319 12.737 0.25
H 13.809 20.453 14.676 -0.10
C 20.290 12.064 16.441 -1.26
H 26.607 18.536 12.815 0.39
H 17.842 12.057 12.843 -0.29
H 22.822 16.505 18.542 0.45
H 20.898 12.060 17.341 0.66
C 15.714 12.900 11.638 -0.55
H 19.587 16.353 9.118 0.18
C 24.772 12.072 17.858 -0.69
N 14.676 23.184 15.829 -0.32
H 17.594 12.806 8.294 0.40
C 23.063 17.643 12.518 -0.58
H 13.136 18.299 12.093 -0.15
C 16.525 9.320 15.930 -0.86
C 17.906 16.538 13.707 0.38
H 17.899 25.152 11.104 0.34
H 23.310 14.275 14.151 0.46
O 10.463 19.038 10.236 -0.62
O 13.295 13.913 15.180 -0.04
H 20.910 20.797 14.794 0.63
N 24.082 12.037 16.565 -0.10
H 13.976 9.864 15.556 0.44
H 14.044 23.514 18.538 0.27
C 18.191 19.203 17.345 -0.37
H 19.450 16.481 11.237 -0.12
H 14.890 19.097 17.865 0.11
H 16.165 22.755 17.145 0.27
H 21.058 10.085 10.793 0.62
C 13.749 21.430 14.144 1.10
H 17.082 23.650 10.461 0.35
H 26.864 11.875 13.402 0.27
H 16.032 24.174 12.628 0.43
N 18.024 13.675 7.949 -0.74
C 22.353 12.022 12.978 0.39
H 24.432 13.010 18.351 0.29
H 26.130 14.664 10.524 0.36
H 21.564 14.559 17.126 -0.98
H 17.593 15.476 13.703 -0.58
H 26.394 12.312 19.000 0.34
H 18.081 11.723 15.937 -0.20
H 15.815 8.577 16.173 0.59
C 15.410 18.469 14.177 -1.28
H 26.072 21.240 13.707 0.28
O 16.789 12.234 11.020 -0.33
H 15.100 13.418 10.834 0.29
H 17.910 14.600 9.851 -0.64
N 14.594 14.993 17.526 -0.40
C 21.314 16.052 12.125 1.10
H 26.678 12.979 17.309 0.35
C 27.405 12.325 12.592 -1.20
C 15.448 14.469 18.569 -1.14
H 19.150 12.143 10.073 -0.31
C 12.584 18.363 11.161 -0.62
C 18.877 11.532 16.705 0.23
C 21.736 11.568 9.417 -0.30
H 26.351 19.350 17.667 0.23
H 12.735 22.466 15.779 0.36
C 11.129 18.618 11.484 0.41
H 16.686 22.672 19.679 0.23
H 22.244 13.354 15.359 -0.09
H 17.768 25.304 13.980 0.36
O 14.777 21.779 19.368 -0.35
H 27.826 11.482 11.982 0.36
H 28.003 21.046 12.445 0.38
H 11.926 21.605 11.412 0.30
C 17.534 11.463 11.982 0.64
C 22.320 13.113 7.704 -0.86
H 15.278 23.645 20.301 0.34
H 28.646 10.224 16.704 0.24
O 25.688 13.950 12.942 -0.43
H 17.551 23.640 14.642 0.16
H 18.978 24.012 13.785 0.43
C 26.268 12.140 17.921 -0.53
H 14.661 9.973 13.889 0.22
C 24.220 13.315 15.841 -0.87
H 10.747 18.339 9.587 0.34
H 16.024 13.662 12.391 0.05
C 19.936 20.884 14.318 -1.02
H 13.777 14.428 17.540 0.44
C 14.020 15.151 15.245 -1.23
H 16.266 18.559 18.929 0.46
H 18.992 13.391 7.736 0.18
H 17.484 21.753 12.484 -0.13
C 13.530 22.648 15.081 -1.08
H 12.924 19.123 10.384 0.25
H 27.618 14.879 11.472 0.29
H 13.685 21.620 11.438 0.12
C 15.157 15.043 16.163 2.41
C 18.083 14.804 8.814 2.39
C 15.641 22.595 20.106 -0.68
C 12.094 14.067 14.485 -0.87
H 23.492 18.550 12.118 0.37
C 19.230 19.995 10.759 -0.50
C 15.137 22.358 16.979 0.42
H 20.503 16.948 18.676 0.43
H 28.188 12.950 13.036 0.28
H 28.591 11.976 16.952 0.27
H 20.987 15.359 19.301 0.61
H 19.125 10.027 12.084 0.56
H 13.433 16.007 15.575 0.52
C 23.173 13.367 14.794 0.18
H 24.697 19.043 14.717 0.00
H 13.724 13.096 20.157 0.32
H 22.345 12.811 12.240 -0.39
H 15.835 14.296 15.865 -0.42
H 24.416 11.235 18.454 0.44
H 18.693 21.232 16.946 0.13
H 19.495 9.636 17.482 0.31
C 15.946 18.713 17.934 -0.65
H 21.635 15.676 13.137 -0.97
H 25.624 12.549 11.408 0.15
H 11.338 14.715 15.028 0.33
C 19.014 20.241 16.572 -1.40
H 15.987 15.063 8.739 0.33
H 24.703 19.146 16.905 0.07
O 15.675 17.279 13.435 0.05
O 26.038 20.103 15.709 -0.40
N 18.815 10.020 16.803 -0.50
H 19.242 18.896 11.001 -0.12
H 20.302 14.212 14.201 -0.52
C 14.003 12.099 19.779 -0.92
C 20.651 10.776 10.074 -1.35
H 18.547 19.253 18.417 0.40
H 15.962 17.740 17.473 0.05
N 26.070 20.576 12.920 -0.20
H 22.973 17.647 13.597 -0.03
H 12.060 14.523 13.400 0.21
C 26.716 22.368 11.406 -0.54
H 13.090 11.530 19.720 0.27
C 14.649 10.374 14.946 -0.68
H 22.174 12.283 10.136 0.03
H 17.550 8.451 17.514 0.48
H 21.780 15.387 11.333 0.39
H 16.420 14.978 18.612 0.14
N 18.930 20.155 15.115 1.23
H 17.159 9.057 15.107 0.27
C 19.624 13.623 14.800 -0.20
H 26.797 24.991 11.219 0.25
O 21.314 12.391 8.325 -0.34
H 19.590 15.443 18.182 0.24
C 25.829 19.076 14.793 -0.27
H 21.325 17.526 16.248 0.36
H 20.285 19.286 12.882 -0.92
C 15.723 13.035 18.396 0.94
H 15.753 22.185 21.133 0.26
H 24.967 13.436 13.259 -0.03
H 15.306 17.789 8.587 0.43
H 21.168 20.756 12.526 0.47
C 17.933 24.209 13.811 -1.20
C 10.366 17.417 11.905 -1.40
C 18.639 10.671 11.320 -1.26
H 18.710 14.154 14.991 0.53
H 27.679 19.514 13.893 0.48
H 14.629 11.551 20.436 0.36
H 19.398 12.657 14.250 -0.05
C 26.644 19.381 13.557 -0.91
O 23.368 12.240 13.983 -0.61
H 25.222 13.509 15.398 0.14
H 23.142 12.434 7.338 0.31
C 26.970 14.182 10.900 -1.40
H 14.390 15.288 14.193 0.10
H 14.306 11.418 14.793 -0.10
C 17.480 9.500 17.108 -0.51
O 16.836 19.606 17.309 0.21
H 9.339 17.659 11.889 0.46
C 16.943 17.308 12.875 0.60
H 14.948 12.263 12.075 0.33
H 16.953 10.162 17.889 0.08
H 14.682 16.615 9.798 0.41
C 15.481 17.317 9.555 -1.21
C 17.005 23.708 12.622 0.53
H 17.337 18.331 12.816 0.24
H 21.976 16.153 15.211 -0.68
H 19.648 17.502 13.504 -0.21
O 12.602 21.264 13.243 -0.39
C 21.664 15.637 17.329 1.57
H 25.230 20.735 17.506 0.26
O 20.270 13.350 15.989 0.32
H 15.554 18.117 10.257 0.30
N 19.683 11.593 10.722 0.58
H 10.903 19.486 12.090 0.31
H 27.492 22.864 10.734 0.36
C 27.072 21.016 11.950 -0.60
H 16.136 12.799 17.373 -0.81
H 20.867 11.378 15.823 0.25
H 20.259 14.701 8.607 -0.03
H 12.658 17.357 10.698 0.45
H 22.599 10.985 9.165 0.57
H 20.268 16.315 15.684 -0.83
C 28.277 10.985 17.381 -0.67
H 21.870 13.431 6.779 0.28
O 26.427 23.287 12.474 -0.29
H 16.854 16.123 7.558 0.30
H 18.203 9.889 10.607 0.36
H 18.387 18.198 17.033 0.22
H 18.014 20.464 14.767 -0.47
H 10.609 17.123 12.945 0.26
N 19.296 16.593 13.366 2.12
H 26.062 25.229 12.896 0.24
H 21.316 12.047 13.363 -0.21
H 10.500 16.582 11.142 0.30
H 27.071 20.298 11.113 0.28
O 26.859 10.921 17.410 -0.31
C 19.445 15.443 8.478 -1.31
H 19.334 15.822 7.417 0.52
H 18.683 23.584 11.216 0.21
O 21.814 17.367 11.857 -0.44
C 12.760 21.976 11.969 -0.61
O 22.975 15.963 17.756 -0.49
H 22.698 13.933 8.291 0.32
C 14.227 22.452 18.224 -0.85
H 16.477 12.669 19.206 0.42
H 12.786 23.097 12.119 0.28
H 13.091 23.431 14.500 0.39
H 15.272 21.366 16.652 -0.21
H 18.480 11.947 17.591 0.33
H 20.188 10.126 9.416 0.71
H 15.578 19.408 13.582 0.45
C 26.098 24.590 12.015 -0.72
C 20.553 15.860 18.445 -1.66
O 15.903 10.545 15.595 0.14
H 15.700 16.017 16.067 -1.08
C 19.772 16.023 12.131 -1.00
H 23.732 16.861 12.209 0.50
H 25.101 24.667 11.571 0.31
H 26.057 18.063 15.106 0.56
H 15.495 23.265 15.228 0.15
H 11.573 13.063 14.355 0.26
H 14.670 21.539 13.569 -0.35
H 13.230 22.021 18.068 0.30
C 16.903 15.701 8.562 -1.46
H 22.526 10.977 12.594 0.37
H 18.361 20.302 10.206 0.34
H 17.750 16.860 14.787 -0.71
C 21.306 16.421 16.056 0.88
H 16.016 18.469 15.077 0.40
O 16.758 16.701 9.577 -0.01
O 19.199 20.706 12.008 -0.27
C 17.695 24.029 11.300 -1.40
C 26.399 13.187 11.897 0.80
H 20.144 20.254 10.186 0.34
H 27.524 13.676 10.060 0.35
H 16.876 16.878 11.851 -0.90
H 14.394 18.417 14.517 0.39
H 24.489 11.354 15.937 0.31
H 20.025 20.103 16.904 0.61
C 25.554 19.829 16.990 -0.45
H 16.845 10.735 12.469 0.12
H 19.302 15.050 12.040 -0.30
H 24.013 14.137 16.577 0.29
O 14.577 12.205 18.490 -0.30
H 15.072 14.624 19.613 0.50
```

Properties
Gap between HOMO and LUMO = 8.894 eV
DFT total energy = -125404.296 eV
Lowest unoccupied orbital energy = 0.01896 hartree
HOMO = -8.4 eV

=====

(2)
Formula: C3H3NO2
Source: the OMol25 dataset
Level of theory: wB97M-V/def2-TZVPD

```
9
Properties=species:S:1:pos:R:3:mulliken_charge:R:1
H 0.859 0.389 -1.997 0.40
O -2.394 0.086 0.801 -0.48
N -0.040 -0.189 1.140 -0.43
C 0.993 0.138 0.182 -0.41
C -1.262 0.043 0.421 0.59
H 0.328 -1.140 0.850 0.36
C 0.437 0.270 -1.015 -0.15
O -0.929 0.242 -0.917 -0.29
H 2.008 0.161 0.537 0.41
```

Properties
Gap between HOMO and LUMO = 10.181 eV
DFT total energy = -8742.998 eV
SMILES = O=c1[nH]cco1
Lowest unoccupied orbital energy = 0.02365 hartree
Energy above the lowest of the compared OMol25 structures with the same formula, charge and spin = 205.8 kJ/mol
HOMO = -9.5 eV

=====

(3)
Formula: C5H15NO
Source: the OMol25 dataset
Level of theory: wB97M-V/def2-TZVPD

```
22
Properties=species:S:1:pos:R:3:mulliken_spin:R:1
N 0.523 -2.116 -0.590 0.73
H 1.163 3.193 -1.315 0.00
C 1.303 2.140 -1.079 0.00
H -1.589 -2.284 -0.864 0.05
C -0.813 -2.265 -0.103 0.01
C 0.065 1.507 -1.797 0.01
H -0.654 1.597 -0.990 0.00
H -0.063 1.906 -2.802 0.01
H -1.068 -1.437 0.573 0.00
H 0.728 -0.184 -0.067 0.01
H -1.057 0.994 6.109 0.00
H 2.252 1.683 -1.380 0.00
H 0.634 -0.222 -3.049 0.00
H 1.235 1.975 -0.012 0.00
H 0.811 -2.781 -1.313 -0.02
H -0.973 -3.066 0.629 0.03
H -0.906 -0.443 -2.021 0.00
C 0.911 -0.772 -0.967 0.01
H -2.530 1.039 5.785 0.00
C 0.096 -0.030 -2.135 0.14
H 1.999 -0.702 -0.994 0.02
O -1.662 1.188 5.414 0.00
```

Properties
Gap between HOMO and LUMO (alpha / beta) = 10.668 / 5.606 eV
DFT total energy = -8956.314 eV
Lowest unoccupied orbital energy (alpha / beta) = -0.10909 / -0.29512 hartree
Energy above the lowest of the compared OMol25 structures with the same formula, charge and spin = 151.7 kJ/mol
<S²> = 0.755
Charge = +1
Spin multiplicity = 2
HOMO (alpha / beta) = -13.6 / -13.6 eV

=====

(4)
Formula: C4H4N2O
Source: the OMol25 dataset
Level of theory: wB97M-V/def2-TZVPD

```
11
Properties=species:S:1:pos:R:3:mulliken_charge:R:1
C 0.288 -0.475 1.137 0.30
H -1.314 -0.779 -1.039 0.33
H 1.597 1.623 0.429 0.25
H -1.157 0.879 -1.698 0.33
N 1.764 -2.247 -0.299 -0.34
C -1.195 0.278 -0.787 -1.04
O 0.134 -0.421 2.312 -0.43
C 0.051 0.513 0.000 0.75
H -2.054 0.583 -0.184 0.30
C 1.121 -1.493 0.278 0.18
N 0.764 1.538 -0.149 -0.62
```

Properties
Gap between HOMO and LUMO = 9.678 eV
DFT total energy = -9238.401 eV
SMILES = [H]/N=C(/C)C(=O)C#N
Lowest unoccupied orbital energy = -0.02614 hartree
Energy above the lowest of the compared OMol25 structures with the same formula, charge and spin = 201.4 kJ/mol
HOMO = -10.4 eV